(1)
C4H10N3O | the ωB97M-V functional and the def2-TZVPD basis

energy relative to the best compared isomer or geometry (same formula, charge and spin) = 134.5 kJ/mol
HOMO-LUMO gap = 0.3840 Ha

ORCA input file:
```
! wB97M-V def2-TZVPD RIJCOSX def2/J DEFGRID3
* xyz 1 1
C 3.1057 -0.8231 -0.4635
C -2.1237 -0.2009 0.0405
C -2.3543 -1.6070 -0.3437
C -0.0804 1.1260 0.7396
N 2.6295 0.1590 0.1341
N -0.7674 -0.0069 0.6753
N -0.3135 2.2179 0.1849
O -2.7048 0.8058 -0.1642
H 3.9507 -0.8076 -1.2698
H 2.5505 -1.6881 -0.4289
H -2.7149 -2.2430 0.4109
H -1.2647 -1.7794 -0.5602
H -2.9949 -1.7098 -1.1271
H 1.0500 0.9132 1.0085
H -0.1829 -0.7997 0.8669
H -1.2192 2.4111 -0.1448
H 3.1262 0.9734 0.1756
H 0.3082 3.0591 0.2660
*
```

***

(2)
C4H10N3O2 | the ωB97M-V functional and the def2-TZVPD basis

energy relative to the best compared isomer or geometry (same formula, charge and spin) = 164.4 kJ/mol
HOMO-LUMO gap = 0.2699 Ha

ORCA input file:
```
! wB97M-V def2-TZVPD RIJCOSX def2/J DEFGRID3
* xyz -1 1
C 0.1791 1.3263 0.2883
C -0.0286 -1.0114 -0.1651
C 1.7090 1.1775 0.1596
C 1.5245 -1.0413 -0.2990
N -0.3634 0.0969 0.7669
N -4.0276 -0.0694 -1.1248
N -3.0351 0.0914 -0.3451
O -3.0765 -0.4569 0.8125
O 2.0341 0.1602 -0.7858
H -0.2987 2.1730 0.8336
H -0.2031 1.5946 -0.7382
H -0.5663 -0.8885 -1.1288
H -0.2261 -1.9460 0.2406
H 2.1538 2.1637 -0.4080
H 2.4036 1.1227 1.0151
H 1.7865 -0.9849 0.7383
H 1.7372 -1.9586 -0.9374
H -4.8336 -0.4833 -0.7089
H -1.3457 0.0240 0.9179
*
```

***

(3)
C4H10N3S | the ωB97M-V functional and the def2-TZVPD basis

energy relative to the best compared isomer or geometry (same formula, charge and spin) = 740.5 kJ/mol
HOMO-LUMO gap = 0.2700 Ha

ORCA input file:
```
! wB97M-V def2-TZVPD RIJCOSX def2/J DEFGRID3
* xyz 1 1
C 0.4812 0.1253 -0.3244
C 1.2628 -0.1140 -1.5359
C -0.7312 -2.7737 0.4582
C 0.9688 2.9424 -0.2133
N -2.4505 -0.0489 2.0932
N -1.8563 -0.8197 1.4274
N -1.1922 -1.5338 0.8181
S 0.1528 1.4784 0.4867
H 1.9738 -0.9649 -1.1943
H 0.5488 -0.6690 -2.2688
H 1.7834 0.8570 -1.7712
H -0.1693 -2.9904 1.3963
H -0.0654 -2.7475 -0.3788
H -1.5881 -3.4607 0.1708
H 1.9891 2.9552 -0.0209
H 0.6372 3.7783 0.2590
H 0.8528 3.0714 -1.3298
H -2.5978 0.9147 1.9276
*
```

***

(4)
C4H10N3S | the ωB97M-V functional and the def2-TZVPD basis

energy relative to the best compared isomer or geometry (same formula, charge and spin) = 297.9 kJ/mol
HOMO-LUMO gap = 0.3293 Ha

ORCA input file:
```
! wB97M-V def2-TZVPD RIJCOSX def2/J DEFGRID3
* xyz 1 1
C 1.4572 -0.1234 0.2465
C -3.4548 -0.1984 -2.1783
C 0.8138 -2.1218 1.6732
C 1.6453 -1.5097 0.4861
N 1.2228 1.0047 0.3590
N -2.3474 -0.5702 -1.8826
N -0.0613 3.0738 -0.3522
S -1.0364 -1.2813 -1.3662
H 0.5920 2.1800 0.2158
H -4.2918 0.3120 -1.9836
H 1.2067 -1.7571 2.5720
H 0.9420 -3.1485 1.5532
H -0.2874 -1.8503 1.5472
H 1.4510 -2.0583 -0.3865
H 2.6366 -1.6860 0.7731
H -1.0031 2.7823 -0.3343
H 0.3557 3.0612 -1.2742
H 0.1590 3.8910 0.3318
*
```

***

(5)
C4H10N4 | the ωB97M-V functional and the def2-TZVPD basis

energy relative to the best compared isomer or geometry (same formula, charge and spin) = 446.6 kJ/mol
HOMO-LUMO gap = 0.3407 Ha
SMILES string = NC[C@H]1CN=CNN1

ORCA input file:
```
! wB97M-V def2-TZVPD RIJCOSX def2/J DEFGRID3
* xyz 0 1
N 1.7259 -0.9038 -0.4132
C 1.3614 0.4819 0.1188
C -0.0099 0.8011 0.5648
C -1.0318 1.1713 -0.5932
N -1.1057 -0.0686 -1.3685
C -1.1716 -1.1381 -0.5184
N -0.9220 -1.2812 0.7219
N -0.5210 -0.1751 1.4371
H 2.6157 -0.8956 -0.8621
H 0.9581 -1.1454 -1.2724
H 2.0228 0.5664 0.9089
H 1.6011 1.4013 -0.4444
H -0.1985 1.7517 1.2009
H -0.6903 2.2349 -1.0426
H -1.8818 1.4950 -0.0261
H -0.8774 -2.1039 -1.0999
H -0.4287 -2.1951 0.7548
H -1.4463 0.0031 1.9335
*
```

***

(6)
C4H10N4OP | the ωB97M-V functional and the def2-TZVPD basis

energy relative to the best compared isomer or geometry (same formula, charge and spin) = 0.0 kJ/mol
HOMO-LUMO gap = 0.2651 Ha

ORCA input file:
```
! wB97M-V def2-TZVPD RIJCOSX def2/J DEFGRID3
* xyz 1 1
C -2.6227 0.6139 -0.3379
C -3.0738 -0.6292 -0.2483
C -0.8958 -1.3908 0.2361
C -1.2104 0.9435 0.0638
N -0.3605 -0.2392 0.1659
N -2.2199 -1.6545 0.1680
N 3.1222 0.5992 1.3478
N 2.5330 0.8574 -1.2544
O 3.1742 -1.5388 -0.2460
P 2.8414 -0.1611 -0.0445
H -3.2438 1.4167 -0.6930
H -4.0791 -0.9204 -0.5006
H -0.2354 -2.2430 0.3533
H -0.7518 1.6285 -0.6621
H -1.2001 1.4546 1.0392
H -2.5505 -2.6049 0.1807
H 2.8416 1.5478 1.5409
H 3.4232 0.0582 2.1474
H 2.2170 1.8029 -1.1017
H 2.2914 0.4591 -2.1546
*
```

***

(7)
C4H10N5 | the ωB97M-V functional and the def2-TZVPD basis

energy relative to the best compared isomer or geometry (same formula, charge and spin) = 435.7 kJ/mol
HOMO-LUMO gap (alpha / beta) = 0.2688 / 0.2687 Ha
SMILES string = [H]/N=C(C(C)=[NH2+])/C(N)=N\N

ORCA input file:
```
! wB97M-V def2-TZVPD RIJCOSX def2/J DEFGRID3
* xyz 1 1
H -2.0034 0.0860 1.5793
N -1.0997 0.4987 1.4227
C -0.5814 0.4552 0.1973
C -0.7662 -0.5955 -0.8437
C -1.5829 -1.7483 -0.3972
N 0.0176 -0.5369 -1.8731
C 0.7486 1.0840 0.1314
N 1.3386 1.4350 -1.1503
N 1.6296 0.9636 1.0397
N 1.3375 0.7815 2.3574
H -2.5229 -1.5580 0.0426
H -1.2231 -2.1012 0.5224
H -1.6950 -2.4126 -1.2356
H 0.9318 0.2562 -1.8867
H -0.0314 -1.3781 -2.4378
H 0.8134 2.1470 -1.6582
H 2.3552 1.6088 -1.2033
H 0.3560 0.8367 2.5540
H 1.9777 0.1780 2.8392
*
```

***

(8)
C4H10NO | the ωB97M-V functional and the def2-TZVPD basis

energy relative to the best compared isomer or geometry (same formula, charge and spin) = 239.7 kJ/mol
HOMO-LUMO gap = 0.1955 Ha

ORCA input file:
```
! wB97M-V def2-TZVPD RIJCOSX def2/J DEFGRID3
* xyz -1 1
C -0.7744 -0.2541 -1.0646
N -3.0645 -1.0910 -2.3545
C -2.2192 -0.8623 -1.0891
C 2.6580 0.2972 2.1763
C 2.8999 1.6324 2.4783
O 3.5438 2.1064 3.4547
H -0.0571 -1.0716 -1.0089
H -0.6923 0.3532 -0.1686
H -0.5460 0.3425 -1.9499
H -2.0130 -1.2959 -2.4201
H -2.7602 -0.1941 -0.4094
H -2.1547 -1.8094 -0.5577
H 2.6777 0.0464 1.1189
H 3.0342 -0.3916 2.9290
H 2.5788 2.3941 1.7198
H -3.1109 -0.2023 -2.8542
*
```

***

(9)
C4H10NO | the ωB97M-V functional and the def2-TZVPD basis

energy relative to the best compared isomer or geometry (same formula, charge and spin) = 153.1 kJ/mol
HOMO-LUMO gap = 0.2455 Ha

ORCA input file:
```
! wB97M-V def2-TZVPD RIJCOSX def2/J DEFGRID3
* xyz -1 1
C 0.4325 2.4989 -1.8729
C -0.6228 3.0552 -1.2612
H 0.5895 1.4210 -1.7334
H 1.1404 3.0258 -2.5250
H -1.1962 2.5063 -0.4998
H -0.8098 4.1425 -1.3299
C -0.3370 -0.5876 0.9149
O -0.2465 0.2642 -0.1527
C 0.3472 -1.8842 0.4984
N 0.5122 -2.8091 1.6115
H -0.0110 -0.1730 1.9320
H -1.4274 -0.8608 1.1285
H -0.3038 -2.2762 -0.3122
H 1.3202 -1.6065 0.1524
H -0.4147 -3.0420 1.9685
H 1.0271 -3.6745 1.4809
*
```

***

(10)
C4H10NO | the ωB97M-V functional and the def2-TZVPD basis

energy relative to the best compared isomer or geometry (same formula, charge and spin) = 436.6 kJ/mol
HOMO-LUMO gap = 0.2509 Ha

ORCA input file:
```
! wB97M-V def2-TZVPD RIJCOSX def2/J DEFGRID3
* xyz -1 1
C -0.1867 -0.6576 1.3093
O -1.4969 -0.3445 1.5621
C 0.8692 -0.0823 0.3948
C 0.5659 1.3890 -0.0622
C -0.7206 1.3200 -0.8063
N 1.9779 -0.8459 0.0076
H -0.9242 -2.9116 -1.2666
H 0.3248 -1.4383 1.9280
H -0.2484 -0.7026 -0.0010
H 0.5175 1.9217 0.9070
H 1.5281 1.7293 -0.4475
H -0.7221 0.9205 -1.8176
H -1.2849 2.2959 -0.9258
H -1.4140 0.6535 -0.2855
H -1.6510 -2.5264 -1.0805
H 2.8654 -0.7207 0.5844
*
```

***

(11)
C4H10NO | the ωB97M-V functional and the def2-TZVPD basis

energy relative to the best compared isomer or geometry (same formula, charge and spin) = 228.0 kJ/mol
HOMO-LUMO gap = 0.3965 Ha
SMILES string = C[C@@H]([NH3+])CC=O

ORCA input file:
```
! wB97M-V def2-TZVPD RIJCOSX def2/J DEFGRID3
* xyz 1 1
C 0.8712 1.0304 -1.2707
C 0.3212 -0.1574 -0.5996
N 1.1045 -0.1926 0.7897
C -1.1444 -0.1305 -0.0444
C -1.6637 -1.2192 1.0284
O -1.4074 -1.1121 2.2048
H 0.2009 1.9182 -1.2836
H 1.1139 0.8386 -2.3566
H 1.9671 1.2317 -1.1889
H 0.4936 -1.1204 -1.1197
H 2.0341 -0.5841 0.5947
H 0.5931 -0.7396 1.5278
H 1.2244 0.7789 1.1937
H -1.8501 0.3523 -0.7708
H -1.2858 0.9095 0.6704
H -2.5726 -1.8038 0.6249
*
```

***

(12)
C4H10NO | the ωB97M-V functional and the def2-TZVPD basis

energy relative to the best compared isomer or geometry (same formula, charge and spin) = 211.7 kJ/mol
HOMO-LUMO gap = 0.3551 Ha

ORCA input file:
```
! wB97M-V def2-TZVPD RIJCOSX def2/J DEFGRID3
* xyz 1 1
C -2.3340 -0.3659 0.0947
C -1.0858 0.4039 -0.2225
C -0.9127 1.2874 -1.1981
C 0.8535 -0.5666 0.6962
N 0.0255 0.3799 0.7786
H -2.1563 -1.0848 0.8880
H -3.1145 0.3270 0.4219
H -2.7147 -0.8461 -0.8026
H -0.1387 2.0498 -1.0796
H -1.4359 1.4193 -2.1333
H 1.6238 -0.7918 1.4174
H 0.6767 -1.4486 0.0824
H 0.0132 1.2509 1.2906
H 3.4916 -1.3694 0.3289
H 3.7579 -0.2313 -0.7188
O 3.4504 -0.4136 0.1563
*
```

***

Among the records above, which one has the highest energy relative to the best compared isomer or geometry (same formula, charge and spin)? number 3